# 1
A molecular structure, C39H26Br2F7N4O3S2TeTi. Source: OMol25; level of theory: the ωB97M-V functional and the def2-TZVPD basis.

Results
LUMO energy: -0.1254 hartree
Relative energy (zero: lowest compared OMol25 entry of this formula, charge and spin): 2.8015 eV
Kohn-Sham gap: 7.257 eV
F_max: 0.8 eV/A
E_HOMO: -10.7 eV

Geometry as ORCA input:
```
! RIJCOSX wB97M-V def2-TZVPD def2/J DEFGRID3
* xyz 1 1
Ti -0.279 -0.509 0.002
Br -4.976 0.758 0.953
C -3.962 0.344 2.475
C -4.156 1.087 3.660
C -3.480 0.776 4.801
Br -3.707 1.853 6.336
C -2.600 -0.333 4.839
C -1.913 -0.811 5.976
C -1.099 -1.903 5.867
C -0.964 -2.542 4.625
N -1.585 -2.104 3.557
C -2.390 -1.029 3.635
C -3.042 -0.669 2.429
O -2.705 -1.301 1.293
H -4.852 1.914 3.645
H -2.047 -0.311 6.926
H -0.576 -2.297 6.727
H -0.374 -3.440 4.508
F -3.597 3.052 -2.327
C -2.894 2.740 -1.231
C -2.169 1.563 -1.205
C -1.450 1.246 -0.062
C -1.463 2.104 1.044
C -2.216 3.271 0.966
F -2.261 4.123 2.008
C -2.934 3.612 -0.161
C -0.638 1.683 2.183
C -0.529 2.336 3.406
C 0.330 1.829 4.364
C 1.048 0.672 4.100
C 0.866 0.057 2.880
N 0.057 0.551 1.939
H -2.184 0.912 -2.069
H -3.512 4.524 -0.196
H -1.098 3.230 3.598
H 0.430 2.333 5.317
H 1.728 0.249 4.825
H 1.383 -0.857 2.625
F -3.259 -3.670 2.441
Te -1.800 -3.102 1.402
F -0.830 -4.183 0.145
F -3.043 -3.452 0.060
F -0.933 -4.373 2.485
F -1.365 -1.574 -0.974
O -0.264 -2.023 1.225
N 2.002 -3.132 -0.045
C 2.546 -1.922 -0.065
N 1.871 -0.787 0.037
C 2.725 0.324 -0.061
C 2.347 1.659 0.022
C 3.320 2.638 -0.091
C 4.658 2.303 -0.290
C 5.046 0.977 -0.376
C 4.068 0.003 -0.254
S 4.264 -1.731 -0.294
H 1.014 -3.236 0.179
H 2.576 -3.952 -0.132
H 1.309 1.937 0.159
H 3.035 3.679 -0.025
H 5.402 3.083 -0.373
H 6.084 0.710 -0.525
O 0.283 0.100 -1.888
S 0.762 -1.020 -2.842
C -0.370 -0.946 -4.197
C -1.094 -2.097 -4.467
C -2.031 -2.069 -5.491
C -2.232 -0.901 -6.210
C -1.505 0.250 -5.917
C -0.563 0.234 -4.905
C 2.262 -0.354 -3.526
C 3.156 -1.249 -4.096
C 4.344 -0.765 -4.619
C 4.627 0.593 -4.555
C 3.727 1.474 -3.969
C 2.532 1.003 -3.447
H -0.944 -2.989 -3.873
H -2.608 -2.955 -5.715
H -2.966 -0.880 -7.004
H -1.675 1.157 -6.480
H 0.010 1.120 -4.663
H 2.927 -2.308 -4.129
H 5.051 -1.447 -5.071
H 5.558 0.967 -4.960
H 3.957 2.529 -3.914
H 1.827 1.667 -2.966
*
```

---

# 2
A molecular structure, C39H26MoN2O2PS5 in a non-equilibrium geometry. Source: OMol25; level of theory: the ωB97M-V functional and the def2-TZVPD basis.

Results
LUMO energy (alpha / beta): -0.1644 / -0.1645 hartree
Relative energy (zero: lowest compared OMol25 entry of this formula, charge and spin): 0.0000 eV
Kohn-Sham gap (alpha / beta): 6.202 / 6.208 eV
F_max: 4.0 eV/A
E_HOMO (alpha / beta): -10.7 / -10.7 eV

Geometry as ORCA input:
```
! RIJCOSX wB97M-V def2-TZVPD def2/J DEFGRID3
* xyz 1 3
Mo 0.017 0.086 -0.806
S -1.059 -1.740 -1.819
C -2.335 -0.901 -2.604
C -3.471 -1.632 -3.029
C -4.486 -0.992 -3.760
C -5.606 -1.752 -4.245
N -6.541 -2.308 -4.613
C -4.425 0.399 -3.958
C -3.301 1.147 -3.590
C -2.256 0.535 -2.891
S -0.856 1.471 -2.424
C -5.555 1.136 -4.433
N -6.426 1.777 -4.841
H -3.598 -2.677 -2.707
H -3.301 2.235 -3.848
O 1.821 0.433 -1.623
P 2.906 -0.337 -0.790
C 3.066 0.479 0.755
C 3.586 -0.078 1.916
C 3.709 0.684 3.075
C 3.282 2.020 3.071
C 2.713 2.576 1.927
C 2.584 1.791 0.785
C 2.432 -2.024 -0.545
C 3.055 -3.071 -1.191
C 2.767 -4.378 -0.809
C 1.862 -4.652 0.224
C 1.152 -3.592 0.772
C 1.447 -2.266 0.409
C 4.527 -0.269 -1.544
C 4.613 0.350 -2.777
C 5.851 0.363 -3.459
C 6.932 -0.323 -2.961
C 6.858 -0.977 -1.710
C 5.666 -0.902 -1.018
H 3.915 -1.108 1.892
H 4.124 0.224 3.977
H 3.394 2.618 3.973
H 2.359 3.618 1.879
H 2.132 2.198 -0.126
H 3.861 -2.891 -1.909
H 3.361 -5.183 -1.273
H 1.790 -5.677 0.593
H 0.376 -3.730 1.547
H 1.008 -1.463 0.999
H 3.692 0.759 -3.212
H 5.878 0.875 -4.439
H 7.857 -0.414 -3.505
H 7.709 -1.554 -1.289
H 5.570 -1.275 -0.003
O -0.960 -0.131 1.015
C -1.983 0.669 1.637
C -3.194 -0.230 1.722
C -3.730 -1.223 0.899
C -5.075 -1.476 1.276
C -5.442 -0.874 2.427
S -4.190 0.102 3.078
C -2.371 1.929 0.928
C -3.563 2.339 0.394
C -3.559 3.779 0.115
C -2.324 4.305 0.273
S -1.173 3.197 0.957
C -1.498 1.011 3.074
C -1.814 2.122 3.834
C -1.477 1.891 5.217
C -0.894 0.688 5.462
S -0.657 -0.236 3.993
H -3.222 -1.667 0.036
H -5.725 -2.126 0.702
H -6.409 -0.938 2.917
H -4.442 1.690 0.193
H -4.424 4.315 -0.227
H -2.034 5.338 0.064
H -2.315 3.037 3.556
H -1.609 2.598 6.008
H -0.575 0.285 6.408
*
```

---

# 3
A molecular structure, C39H27F4N7Ti in a non-equilibrium geometry. Source: OMol25; level of theory: the ωB97M-V functional and the def2-TZVPD basis.

Results
LUMO energy (alpha / beta): -0.3177 / -0.3175 hartree
Relative energy (zero: lowest compared OMol25 entry of this formula, charge and spin): 0.6426 eV
Kohn-Sham gap (alpha / beta): 5.254 / 5.257 eV
F_max: 1.9 eV/A
E_HOMO (alpha / beta): -13.9 / -13.9 eV

Geometry as ORCA input:
```
! RIJCOSX wB97M-V def2-TZVPD def2/J DEFGRID3
* xyz 2 1
Ti -0.346 0.539 -0.683
N 1.232 0.800 -2.263
C 2.282 1.375 -1.445
C 3.528 0.775 -1.375
C 4.491 1.283 -0.516
C 4.196 2.387 0.274
C 2.960 3.004 0.172
C 1.985 2.520 -0.696
C 0.688 3.223 -0.899
C 0.686 4.608 -1.028
C -0.491 5.284 -1.324
C -1.677 4.584 -1.512
C -1.691 3.206 -1.385
C -0.520 2.516 -1.072
H 0.877 1.500 -2.911
H 1.597 0.028 -2.810
H 3.749 -0.081 -2.006
H 5.471 0.827 -0.470
H 4.939 2.776 0.958
H 2.743 3.872 0.782
H 1.616 5.154 -0.924
H -0.474 6.361 -1.424
H -2.587 5.115 -1.756
H -2.623 2.672 -1.523
C -1.039 0.267 3.402
C -1.108 1.642 2.727
C -2.460 1.949 2.130
C -3.276 2.873 2.761
C -4.536 3.174 2.267
C -4.988 2.547 1.123
C -4.211 1.605 0.456
C -4.781 1.005 -0.813
C -5.905 -0.002 -0.527
C -2.942 1.307 0.979
N -2.096 0.396 0.247
C -2.547 -0.809 -0.063
C -1.985 -1.463 -1.167
C -2.208 -2.707 -1.759
C -1.492 -2.711 -2.956
C -0.846 -1.484 -3.049
N -1.133 -0.702 -1.983
H -0.058 0.112 3.856
H -1.233 -0.548 2.707
H -1.782 0.210 4.198
H -0.338 1.746 1.957
H -0.891 2.396 3.481
H -2.926 3.357 3.665
H -5.155 3.906 2.768
H -5.961 2.802 0.720
H -4.010 0.529 -1.420
H -5.197 1.813 -1.416
H -5.569 -0.813 0.123
H -6.278 -0.437 -1.454
H -6.738 0.491 -0.025
H -3.368 -1.254 0.491
H -2.830 -3.495 -1.360
H -1.451 -3.506 -3.683
H -0.220 -1.136 -3.857
F 1.407 -2.416 -0.449
C 2.423 -3.132 0.049
C 2.602 -4.383 -0.405
F 1.762 -4.848 -1.299
C 3.694 -5.214 0.059
C 4.597 -4.566 0.991
C 4.397 -3.313 1.443
F 5.274 -2.796 2.281
C 3.263 -2.520 1.036
C 3.006 -1.256 1.544
C 1.895 -0.509 1.104
N 0.971 0.119 0.810
C 3.806 -0.585 2.525
N 4.382 0.025 3.310
F 5.649 -5.222 1.410
C 3.860 -6.504 -0.350
C 4.930 -7.343 0.096
N 5.759 -8.070 0.419
C 2.968 -7.151 -1.265
N 2.282 -7.707 -1.999
*
```

---

# 4
A molecular structure, C39H27N7NiO4S in a non-equilibrium geometry. Source: OMol25; level of theory: the ωB97M-V functional and the def2-TZVPD basis.

Results
LUMO energy (alpha / beta): -0.0170 / -0.0454 hartree
Kohn-Sham gap (alpha / beta): 6.608 / 4.747 eV
F_max: 1.5 eV/A
E_HOMO (alpha / beta): -7.1 / -6.0 eV

Geometry as ORCA input:
```
! RIJCOSX wB97M-V def2-TZVPD def2/J DEFGRID3
* xyz 0 3
Ni -0.684 1.041 -0.759
C 1.535 0.386 -4.627
C 0.501 0.314 -5.544
C -0.778 0.621 -5.120
C -0.992 1.003 -3.798
N 0.013 1.049 -2.904
C 1.234 0.742 -3.320
C -2.326 1.392 -3.308
C -3.448 1.534 -4.125
C -4.664 1.834 -3.538
C -4.746 1.990 -2.167
C -3.569 1.901 -1.424
N -2.402 1.622 -2.000
C -3.526 2.064 0.038
C -4.617 2.549 0.760
C -4.559 2.571 2.142
C -3.406 2.118 2.760
C -2.349 1.699 1.967
N -2.391 1.677 0.643
H 2.556 0.171 -4.909
H 0.692 0.028 -6.567
H -1.605 0.550 -5.807
H 2.028 0.789 -2.586
H -3.390 1.411 -5.193
H -5.551 1.928 -4.143
H -5.700 2.156 -1.693
H -5.496 2.913 0.253
H -5.396 2.921 2.725
H -3.320 2.092 3.834
H -1.436 1.352 2.428
N 6.584 -0.754 -2.403
C 5.601 -0.456 -1.892
C 4.396 -0.088 -1.264
C 3.411 -1.045 -1.006
C 2.255 -0.694 -0.349
C 2.039 0.631 0.060
C 3.018 1.589 -0.229
C 4.180 1.236 -0.878
H 3.578 -2.069 -1.297
H 1.520 -1.455 -0.149
H 2.885 2.612 0.087
H 4.943 1.977 -1.058
S 1.669 1.423 5.324
C 1.094 1.315 3.658
C 0.665 0.092 3.113
C 0.529 -0.053 1.774
N 0.918 0.972 0.871
C 0.935 2.264 1.463
C 1.093 2.428 2.802
C 3.376 1.133 4.809
C 4.201 2.202 4.502
C 5.456 1.921 3.982
N 5.898 0.696 3.770
C 5.113 -0.316 4.092
C 3.839 -0.158 4.617
H 0.430 -0.736 3.762
H 0.197 -0.973 1.324
H 0.871 3.103 0.785
H 1.202 3.416 3.218
H 3.877 3.217 4.667
H 6.141 2.716 3.720
H 5.527 -1.301 3.921
H 3.228 -1.010 4.870
O -1.912 -1.485 -2.667
C -1.579 -1.682 -1.507
O -1.032 -0.875 -0.699
C -1.812 -3.057 -0.883
C -1.990 -4.181 -1.683
C -2.239 -5.408 -1.102
C -2.294 -5.507 0.285
C -2.110 -4.390 1.094
C -1.872 -3.168 0.504
N -2.539 -6.785 0.893
O -2.754 -7.732 0.164
O -2.510 -6.845 2.106
H -1.932 -4.068 -2.756
H -2.397 -6.291 -1.701
H -2.162 -4.499 2.167
H -1.739 -2.279 1.104
*
```

---

Repeat the first record exactly.
A molecular structure, C39H26Br2F7N4O3S2TeTi. Source: OMol25; level of theory: the ωB97M-V functional and the def2-TZVPD basis.

Results
LUMO energy: -0.1254 hartree
Relative energy (zero: lowest compared OMol25 entry of this formula, charge and spin): 2.8015 eV
Kohn-Sham gap: 7.257 eV
F_max: 0.8 eV/A
E_HOMO: -10.7 eV

Geometry as ORCA input:
```
! RIJCOSX wB97M-V def2-TZVPD def2/J DEFGRID3
* xyz 1 1
Ti -0.279 -0.509 0.002
Br -4.976 0.758 0.953
C -3.962 0.344 2.475
C -4.156 1.087 3.660
C -3.480 0.776 4.801
Br -3.707 1.853 6.336
C -2.600 -0.333 4.839
C -1.913 -0.811 5.976
C -1.099 -1.903 5.867
C -0.964 -2.542 4.625
N -1.585 -2.104 3.557
C -2.390 -1.029 3.635
C -3.042 -0.669 2.429
O -2.705 -1.301 1.293
H -4.852 1.914 3.645
H -2.047 -0.311 6.926
H -0.576 -2.297 6.727
H -0.374 -3.440 4.508
F -3.597 3.052 -2.327
C -2.894 2.740 -1.231
C -2.169 1.563 -1.205
C -1.450 1.246 -0.062
C -1.463 2.104 1.044
C -2.216 3.271 0.966
F -2.261 4.123 2.008
C -2.934 3.612 -0.161
C -0.638 1.683 2.183
C -0.529 2.336 3.406
C 0.330 1.829 4.364
C 1.048 0.672 4.100
C 0.866 0.057 2.880
N 0.057 0.551 1.939
H -2.184 0.912 -2.069
H -3.512 4.524 -0.196
H -1.098 3.230 3.598
H 0.430 2.333 5.317
H 1.728 0.249 4.825
H 1.383 -0.857 2.625
F -3.259 -3.670 2.441
Te -1.800 -3.102 1.402
F -0.830 -4.183 0.145
F -3.043 -3.452 0.060
F -0.933 -4.373 2.485
F -1.365 -1.574 -0.974
O -0.264 -2.023 1.225
N 2.002 -3.132 -0.045
C 2.546 -1.922 -0.065
N 1.871 -0.787 0.037
C 2.725 0.324 -0.061
C 2.347 1.659 0.022
C 3.320 2.638 -0.091
C 4.658 2.303 -0.290
C 5.046 0.977 -0.376
C 4.068 0.003 -0.254
S 4.264 -1.731 -0.294
H 1.014 -3.236 0.179
H 2.576 -3.952 -0.132
H 1.309 1.937 0.159
H 3.035 3.679 -0.025
H 5.402 3.083 -0.373
H 6.084 0.710 -0.525
O 0.283 0.100 -1.888
S 0.762 -1.020 -2.842
C -0.370 -0.946 -4.197
C -1.094 -2.097 -4.467
C -2.031 -2.069 -5.491
C -2.232 -0.901 -6.210
C -1.505 0.250 -5.917
C -0.563 0.234 -4.905
C 2.262 -0.354 -3.526
C 3.156 -1.249 -4.096
C 4.344 -0.765 -4.619
C 4.627 0.593 -4.555
C 3.727 1.474 -3.969
C 2.532 1.003 -3.447
H -0.944 -2.989 -3.873
H -2.608 -2.955 -5.715
H -2.966 -0.880 -7.004
H -1.675 1.157 -6.480
H 0.010 1.120 -4.663
H 2.927 -2.308 -4.129
H 5.051 -1.447 -5.071
H 5.558 0.967 -4.960
H 3.957 2.529 -3.914
H 1.827 1.667 -2.966
*
```